(1)
# C5H8N

2 unconnected molecules or ions with the total composition C5H8N at a distorted geometry (the ωB97M-V functional and the def2-TZVPD basis, the OMol25 dataset).

Summary:
- Charge: +1
- Frontier orbital gap: 9.1 eV
- ΔE to the lowest compared entry with this formula, charge and spin: 142.6 kcal per mole
- Spin multiplicity: 1
- DFT total energy: -6791.906 eV
- LUMO level: -5.51 eV

Last column: Löwdin charge in e.
CARTESIAN COORDINATES (ANGSTROEM)
C  -0.3454  0.5890  -1.7204  0.16
C  0.6723  1.2061  1.5981  0.10
C  0.2859  0.4439  0.6442  -0.15
C  -1.6680  0.2771  -1.1501  0.06
C  0.9161  -1.5787  0.5597  0.15
N  -0.4169  0.5567  -0.4760  -0.01
H  0.2688  0.5272  -2.5438  0.14
H  0.4635  2.2942  1.6225  0.11
H  1.3408  0.8789  2.3074  0.06
H  -2.5101  1.0224  -1.1775  0.15
H  -1.8853  -0.7380  -1.1054  0.10
H  1.8771  -1.7612  1.0140  0.05
H  0.9820  -1.6454  -0.5211  0.03
H  0.0193  -2.0722  0.9482  0.05


(2)
# C5H8N

A gas-phase ion, C5H8N (charge +1) at a distorted geometry (the ωB97M-V functional and the def2-TZVPD basis, the OMol25 dataset).

Summary:
- Charge: +1
- Frontier orbital gap: 9.4 eV
- ΔE to the lowest compared entry with this formula, charge and spin: 118.7 kcal per mole
- Spin multiplicity: 1
- DFT total energy: -6792.940 eV
- LUMO level: -5.24 eV

Last column: Löwdin charge in e.
CARTESIAN COORDINATES (ANGSTROEM)
C  0.9549  0.8616  1.8696  0.14
C  1.6465  0.7509  0.7823  0.07
C  -0.2072  -1.0904  0.2030  -0.09
C  -0.6690  1.1131  -0.2634  0.26
C  0.2430  0.3355  0.6266  -0.45
N  -0.3489  -0.6956  -1.2364  0.14
H  0.8630  0.9311  2.8516  0.07
H  2.4957  0.5783  0.2142  0.11
H  0.5927  -1.8450  0.3375  0.14
H  -1.1972  -1.2799  0.6811  0.14
H  -1.7397  0.9195  -0.1017  0.11
H  -0.3673  2.0642  -0.8157  0.15
H  0.4837  -0.8723  -1.7486  0.13
H  -1.1791  -0.9113  -1.6417  0.08


(3)
# C5H8N

A gas-phase ion, C5H8N (charge +1) at a distorted geometry (the ωB97M-V functional and the def2-TZVPD basis, the OMol25 dataset).

Summary:
- Charge: +1
- Frontier orbital gap: 10.3 eV
- ΔE to the lowest compared entry with this formula, charge and spin: 65.9 kcal per mole
- Spin multiplicity: 1
- Structure (SMILES): C=CC(C)=[N+]=C
- DFT total energy: -6795.229 eV
- LUMO level: -5.09 eV

Last column: Löwdin charge in e.
CARTESIAN COORDINATES (ANGSTROEM)
C  -2.4827  0.9371  -0.1604  0.16
C  1.8808  0.9600  -0.4924  0.08
C  0.9560  1.0030  0.4297  -0.08
C  -0.2193  0.0574  0.2571  -0.20
C  -0.0093  -1.4491  0.2230  0.01
N  -1.4174  0.2937  -0.1474  0.12
H  -2.9468  0.9858  -1.1702  0.14
H  -2.9812  1.1549  0.7410  0.11
H  2.7091  1.7508  -0.4273  0.13
H  1.8245  0.3061  -1.3378  0.08
H  0.7432  1.7275  1.2014  0.12
H  0.7764  -1.7090  -0.4717  0.09
H  -0.9846  -2.0523  0.0958  0.13
H  0.4963  -1.6054  1.2327  0.13


(4)
# C5H8N

2 unconnected molecules or ions with the total composition C5H8N at a distorted geometry (the ωB97M-V functional and the def2-TZVPD basis, the OMol25 dataset).

Summary:
- Charge: +1
- Frontier orbital gap: 10.4 eV
- ΔE to the lowest compared entry with this formula, charge and spin: 155.5 kcal per mole
- Spin multiplicity: 1
- DFT total energy: -6791.343 eV
- LUMO level: -4.01 eV

Last column: Löwdin charge in e.
CARTESIAN COORDINATES (ANGSTROEM)
C  -0.4226  0.7406  -0.2885  0.07
C  -0.3991  -0.7507  -0.7036  0.12
C  -1.7388  0.4822  0.4668  -0.06
C  -1.6043  -0.9613  0.1075  -0.13
C  0.6167  0.2011  -0.9766  0.00
N  2.3313  0.1871  0.2196  0.10
H  -1.6185  0.9723  1.5382  0.18
H  -2.4174  1.1559  0.0591  0.10
H  -2.3218  -1.4953  -0.4071  0.12
H  -1.5506  -1.7844  0.7899  0.14
H  1.1950  0.4555  -1.7577  0.09
H  2.2966  -0.1550  1.1722  0.09
H  2.5246  1.1676  0.0633  0.08
H  3.1089  -0.2154  -0.2830  0.08


Question: What is the spin multiplicity in the first record?
Answer: 1